A cluster of 2 separate species, C6H9O2 in total at a distorted geometry, computed with the ωB97M-V functional and the def2-TZVPD basis.

```
! wB97M-V def2-TZVPD RIJCOSX def2/J DEFGRID3
* xyz -1 1
O 2.786 -0.462 1.662
C 2.567 0.239 0.588
O 3.006 1.425 0.309
C 1.733 -0.504 -0.435
C 0.200 -0.233 -0.568
C -0.678 -0.293 0.818
C -2.530 0.916 -0.086
C -2.195 -0.172 0.675
H 2.105 -0.216 -1.435
H 2.057 -1.512 -0.334
H 0.117 0.639 -1.214
H -0.035 -1.171 -1.150
H -0.241 0.519 1.428
H -0.411 -1.198 1.330
H -1.914 1.574 -0.677
H -3.558 1.425 -0.169
H -3.009 -0.976 -0.744
*
```

Summary:
Strongest force on any atom   0.0713 hartree/bohr
LUMO energy   1.94 eV
Frontier orbital gap   5.86 eV
Calculated total energy   -10457.9819 eV

---

A structure of composition C21H28ClN3O2STm at a distorted geometry, computed with the ωB97M-V functional and the def2-TZVPD basis.

```
! wB97M-V def2-TZVPD RIJCOSX def2/J DEFGRID3
* xyz -1 3
Tm 0.294 -0.610 0.083
Cl -0.982 1.513 0.399
N -1.296 -1.271 -1.635
N 1.858 0.400 1.585
C -1.140 -0.962 -2.899
C 2.704 1.310 1.155
C -2.719 -1.667 -1.433
C -3.294 -1.605 -2.846
C -3.448 -0.695 -0.525
C -2.781 -3.071 -0.853
H -3.337 0.331 -0.892
H -3.032 -0.747 0.490
H -4.511 -0.970 -0.500
H -2.222 -3.755 -1.505
H -3.826 -3.392 -0.799
H -2.343 -3.081 0.149
C 1.738 0.538 3.063
C 2.736 1.648 3.381
C 2.122 -0.777 3.726
C 0.338 0.957 3.476
H 0.026 1.837 2.903
H 0.353 1.196 4.548
H -0.387 0.157 3.295
H 3.105 -1.095 3.361
H 1.380 -1.558 3.518
H 2.173 -0.630 4.811
O 3.218 2.108 2.081
H 3.607 1.298 3.945
H 2.304 2.520 3.885
O -2.214 -1.062 -3.668
H -4.149 -0.928 -2.964
H -3.542 -2.593 -3.256
C 0.118 -0.463 -3.524
C 3.127 1.534 -0.265
C 1.954 1.788 -1.175
H 3.628 0.599 -0.579
H 3.853 2.354 -0.291
C 1.183 0.739 -1.622
C 0.508 0.800 -2.814
H -0.031 -2.637 1.862
C 0.114 2.086 -3.264
C 0.624 3.207 -2.608
C -0.827 2.210 -4.416
C 1.539 3.090 -1.560
H 0.323 4.204 -2.943
C 2.080 4.285 -0.848
H 1.548 5.188 -1.166
H 3.147 4.428 -1.062
H 1.967 4.187 0.241
H -0.371 1.834 -5.342
H -1.099 3.258 -4.575
H -1.753 1.640 -4.253
H -0.038 -0.328 -4.597
H 0.880 -1.244 -3.362
S -1.535 -2.785 3.813
C -0.967 -2.243 2.331
N -1.228 -1.395 1.426
*
```

Summary:
Strongest force on any atom   0.0732 hartree/bohr
LUMO energy (spin up / spin down)   2.38 / 2.36 eV
Frontier orbital gap (spin up / spin down)   5.01 / 5.02 eV
Calculated total energy   -83686.2846 eV

---

A structure of composition C16H30BBrNbO8 at a distorted geometry, computed with the ωB97M-V functional and the def2-TZVPD basis.

```
! wB97M-V def2-TZVPD RIJCOSX def2/J DEFGRID3
* xyz -1 1
C -0.144 -3.955 -4.710
C 0.316 -2.523 -4.937
C -0.707 -1.479 -4.472
O -0.387 -0.900 -3.233
C 0.277 0.413 -3.283
Nb -0.369 1.946 -1.727
O -0.775 3.140 -0.251
Br -1.990 2.994 -3.487
B -1.892 0.126 -1.309
O -1.564 -1.132 -0.803
O -3.222 0.333 -1.609
C -3.814 -0.442 -2.632
C 1.078 0.799 -0.461
C 0.511 0.518 0.940
C 2.404 1.582 -0.416
C 3.503 0.995 0.467
C 4.778 1.825 0.420
H -0.366 -4.119 -3.654
H 0.612 -4.680 -5.008
H -1.049 -4.171 -5.276
H 0.510 -2.389 -6.004
H 1.241 -2.329 -4.395
H -1.681 -1.967 -4.347
H -0.834 -0.700 -5.229
H 1.352 0.230 -3.173
H 0.115 0.828 -4.282
H 1.090 2.761 -2.555
H -1.280 2.761 0.486
H -1.079 -1.649 -1.467
H -3.220 -0.414 -3.546
H -3.944 -1.483 -2.324
H -4.786 -0.007 -2.847
H 1.289 -0.144 -0.967
H 1.297 0.376 1.687
H -0.104 1.332 1.312
H -0.089 -0.386 0.929
H 2.228 2.624 -0.123
H 2.791 1.617 -1.436
H 3.720 -0.021 0.125
H 3.172 0.941 1.503
H 5.537 1.468 1.117
H 4.558 2.866 0.659
H 5.207 1.827 -0.583
C -1.257 -0.670 4.505
C -1.284 -1.338 5.666
C -1.059 -0.661 7.011
O -1.127 -1.390 7.990
C -0.784 0.750 7.052
C -0.752 1.425 5.890
C -1.001 0.751 4.545
O -0.957 1.481 3.576
O -0.511 2.713 5.773
O -1.506 -2.637 5.784
H -1.416 -1.136 3.542
H -0.613 1.219 8.011
H -0.555 2.907 4.810
H -1.467 -2.824 6.745
*
```

Summary:
Strongest force on any atom   0.0380 hartree/bohr
LUMO energy   0.33 eV
Frontier orbital gap   4.66 eV
Calculated total energy   -105728.4320 eV

---

A cluster of 5 separate species, C10H28BF2IN5O12P2 in total at a distorted geometry, computed with the ωB97M-V functional and the def2-TZVPD basis.

```
! wB97M-V def2-TZVPD RIJCOSX def2/J DEFGRID3
* xyz -1 1
C -0.247 -2.845 -2.416
C 0.744 -2.295 -1.395
F 1.565 -3.385 -0.995
C 1.593 -1.153 -1.934
P 1.933 0.408 -0.905
F 0.210 0.288 -0.486
I 2.581 -1.216 1.265
C 1.442 1.579 -2.371
C 2.395 1.628 -3.519
O 2.642 0.731 -4.288
O 3.046 2.817 -3.662
B 3.914 0.400 -1.092
N 4.691 1.558 -0.667
O 4.564 -0.747 -1.531
P 2.020 2.401 0.358
C 2.627 2.076 2.042
O 0.450 2.775 0.725
H -1.166 -2.242 -2.384
H 0.140 -2.774 -3.438
H -0.513 -3.877 -2.174
H 0.193 -1.967 -0.508
H 2.525 -1.567 -2.323
H 1.045 -0.763 -2.800
H 1.337 2.588 -1.973
H 0.440 1.291 -2.710
H 2.695 3.435 -3.003
H 4.810 2.273 -1.376
H 5.620 1.253 -0.382
H 4.737 -1.391 -0.833
H 2.746 3.066 2.507
H 1.937 1.485 2.656
H 3.606 1.590 2.010
H 0.082 2.186 1.402
C -0.152 -3.886 1.805
N -1.113 -2.836 2.253
O -2.307 -3.101 2.270
O -0.629 -1.776 2.558
H -0.716 -4.777 1.554
H 0.395 -3.484 0.955
H 0.538 -4.051 2.626
C -5.173 -3.914 3.051
N -6.523 -4.502 2.827
O -6.604 -5.514 2.163
O -7.466 -3.925 3.330
H -4.439 -4.527 2.547
H -5.184 -2.905 2.652
H -5.010 -3.888 4.124
C -0.966 5.328 -0.478
N -0.366 4.661 -1.666
O 0.839 4.743 -1.826
O -1.120 4.062 -2.404
H -0.169 5.812 0.072
H -1.695 6.039 -0.854
H -1.447 4.557 0.121
C -2.471 0.511 1.060
N -2.365 1.933 1.471
O -2.793 2.793 0.727
O -1.849 2.159 2.549
H -2.948 0.482 0.088
H -1.458 0.124 1.020
H -3.054 0.003 1.825
*
```

Summary:
Strongest force on any atom   0.0391 hartree/bohr
LUMO energy   1.89 eV
Frontier orbital gap   6.33 eV
Calculated total energy   -75628.9807 eV

---

An isolated molecule of C3H4ClFO at a distorted geometry, computed with the ωB97M-V functional and the def2-TZVPD basis.

```
! wB97M-V def2-TZVPD RIJCOSX def2/J DEFGRID3
* xyz 0 1
C 0.477 -0.628 0.305
C -0.432 0.583 0.069
C -1.982 0.303 0.070
H 0.499 -0.924 1.368
H 0.100 -1.488 -0.261
H -2.441 0.863 -0.801
H -2.390 0.532 1.104
O -0.038 1.705 -0.049
F -2.281 -1.051 -0.202
Cl 2.158 -0.277 -0.109
*
```

Summary:
Strongest force on any atom   0.0293 hartree/bohr
LUMO energy   0.64 eV
Frontier orbital gap   11.07 eV
Calculated total energy   -20462.6345 eV
SMILES   O=C(CF)CCl

---

Question: Among the records above, which one has the lowest calculated total energy?
Answer: C16H30BBrNbO8

---

Question: What is the formula in the first record?
Answer: C6H9O2